1.
C28H35BBrF9IN8OS3Ti as an isolated structure, computed with ωB97M-V with the def2-TZVPD basis set.

Each line ends with the Mulliken charge.
Cartesian coordinates (Å):
I (-2.073, -4.562, -2.154)  0.097
Br (2.999, 0.764, -2.436)  -0.237
Ti (0.898, 0.356, 0.014)  0.904
S (1.479, 1.896, 2.062)  -0.358
S (-2.505, 0.957, -1.979)  -0.447
S (-1.610, -2.507, 2.617)  -0.520
F (1.278, -1.246, 1.206)  0.493
F (2.801, -0.559, 3.407)  -0.399
F (0.676, -0.210, 7.542)  -0.307
F (2.366, -1.492, 5.840)  -0.363
F (-0.621, 2.031, 6.699)  -0.330
F (2.516, -2.205, -0.537)  -0.406
F (-0.263, 2.954, 4.237)  -0.438
F (3.293, -2.417, 1.595)  -0.226
F (3.218, -0.311, 0.530)  -0.280
O (0.856, 1.911, -0.820)  0.335
N (0.069, -1.022, -1.364)  1.003
N (0.908, -3.335, 2.951)  -0.273
N (0.153, -1.059, -2.694)  -0.181
N (-4.370, 1.843, 1.334)  -0.923
N (-0.222, -4.278, 1.207)  -0.004
N (-1.150, 0.430, 1.080)  1.903
N (-2.431, 0.948, 0.812)  -0.367
N (-4.175, 1.740, -0.021)  0.237
C (0.870, 0.258, 6.310)  0.690
C (2.713, 2.608, -2.065)  0.089
C (0.510, 5.573, 0.925)  -1.718
C (0.071, 4.868, -0.367)  2.672
C (3.977, 7.341, -2.413)  -2.059
C (1.270, 1.231, 3.682)  0.486
C (-0.631, -2.091, -1.010)  -0.149
C (1.314, 4.291, -1.073)  -0.747
C (-0.496, -2.109, -3.208)  -0.248
C (1.593, 2.955, -1.298)  0.170
C (-0.597, 5.884, -1.310)  -1.846
C (-1.005, 3.832, -0.013)  -2.073
C (-2.956, 1.242, 3.274)  -0.817
C (-3.282, 1.357, 1.830)  0.827
C (3.388, 4.881, -2.281)  -0.356
C (0.422, 1.855, 4.590)  0.054
C (4.493, 5.828, -4.314)  -1.646
C (0.907, -5.097, 0.799)  -1.019
C (2.255, 5.213, -1.559)  -0.187
C (-0.225, -3.431, 2.242)  0.281
C (0.218, 1.393, 5.878)  0.246
C (1.927, 0.106, 4.163)  -0.347
C (3.601, 3.527, -2.557)  -0.043
C (-1.010, -2.815, -2.140)  -0.864
C (1.729, -0.384, 5.443)  0.282
C (-3.008, 1.204, -0.407)  0.130
C (5.766, 5.631, -2.167)  -1.638
C (4.391, 5.919, -2.785)  1.864
B (2.693, -1.596, 0.689)  -0.158
H (-0.992, 5.384, -2.197)  0.396
H (-1.301, 3.236, -0.881)  0.234
H (-1.887, 4.371, 0.349)  0.791
H (-1.430, 6.362, -0.789)  0.472
H (-2.135, 1.912, 3.536)  0.023
H (0.613, -0.300, -3.173)  0.010
H (6.499, 6.361, -2.520)  0.446
H (0.945, -2.605, 3.641)  0.025
H (1.205, -5.782, 1.595)  0.380
H (-2.664, 0.223, 3.538)  0.163
H (3.013, 7.613, -2.851)  0.381
H (0.606, -5.684, -0.064)  0.307
H (-1.295, -0.469, 1.547)  -0.701
H (-3.833, 1.525, 3.850)  0.412
H (-0.665, 3.170, 0.782)  0.016
H (4.724, 8.043, -2.792)  0.443
H (1.033, 4.877, 1.584)  0.214
H (5.721, 5.689, -1.077)  0.366
H (1.757, -4.479, 0.510)  0.272
H (-0.846, -2.292, 0.030)  -0.013
H (-0.371, 5.948, 1.454)  0.479
H (3.519, 5.994, -4.781)  0.362
H (-4.881, 2.052, -0.664)  0.185
H (-0.706, 1.065, 1.757)  -0.505
H (3.915, 7.474, -1.330)  0.381
H (-0.546, -2.280, -4.271)  0.481
H (2.066, 6.256, -1.353)  0.349
H (0.082, 6.672, -1.641)  0.345
H (1.168, 6.422, 0.723)  0.389
H (-1.104, -4.377, 0.734)  0.304
H (1.787, -3.663, 2.584)  0.227
H (5.186, 6.586, -4.688)  0.454
H (4.451, 3.192, -3.137)  0.468
H (4.860, 4.852, -4.639)  0.325
H (6.127, 4.636, -2.435)  0.329

- max |F| (hartree/bohr) = 0.031
- multiplicity = 2
- Kohn-Sham gap (alpha / beta) (hartree) = 0.2939 / 0.3017
- relative energy (zero: lowest compared OMol25 entry of this formula, charge and spin) (eV) = 1.0917
- <S²> = 0.753
- HOMO level (alpha / beta) (Ha) = -0.2913 / -0.2975
- LUMO energy (alpha / beta) (hartree) = 0.0026 / 0.0041

2.
C28H35BiN3O4PS as an isolated structure, computed with ωB97M-V with the def2-TZVPD basis set.

Each line ends with the Mulliken charge.
Cartesian coordinates (Å):
Bi (-0.732, -0.673, -0.164)  2.547
S (-2.572, -0.263, -4.410)  -0.211
P (0.252, 1.946, 0.841)  1.213
O (1.726, -1.443, 0.502)  -0.697
O (-2.737, -2.341, -0.254)  -0.203
O (3.895, -1.575, 0.155)  -0.347
O (-3.109, 0.147, 0.913)  -0.170
N (2.565, -0.558, -1.415)  -0.397
N (-0.315, -2.381, -1.890)  0.386
N (1.305, -0.001, -1.699)  -0.561
C (5.025, -1.427, -0.728)  -0.793
C (-0.984, -2.134, -3.030)  1.180
C (-2.703, -3.369, 0.741)  -0.825
C (3.003, 1.633, 1.255)  -0.618
C (-0.009, 1.516, 5.401)  -0.600
C (-0.242, 2.756, 4.824)  -0.768
C (0.394, 0.574, 3.229)  -0.245
C (4.705, 2.449, -0.243)  -0.788
C (4.342, 1.767, 0.911)  -0.589
C (-4.227, -0.736, 0.809)  -0.630
C (3.724, 3.014, -1.050)  -0.694
C (0.334, -3.537, -1.731)  -0.535
C (-2.465, 1.200, -2.316)  -1.222
C (-2.987, 1.165, -3.576)  -0.506
C (2.691, -1.188, -0.200)  0.447
C (0.159, 1.820, 2.641)  0.155
C (0.317, 0.426, 4.606)  -1.061
C (-0.154, 2.912, 3.448)  -0.220
C (-0.329, -4.264, -3.895)  -0.548
C (-3.270, 1.040, 2.019)  -0.601
C (-0.532, 3.524, 0.376)  -1.952
C (2.014, 2.200, 0.454)  0.743
C (2.385, 2.898, -0.699)  -0.484
C (-1.694, 0.045, -2.021)  0.093
C (-1.664, -0.839, -3.072)  0.409
C (-3.997, -1.668, -0.355)  -0.691
C (-1.003, -3.066, -4.060)  -1.070
C (0.354, -4.509, -2.711)  -1.040
H (0.669, -0.280, 2.618)  0.421
H (1.014, -0.303, -2.626)  0.501
H (0.029, 4.373, 0.766)  0.500
H (5.102, 1.347, 1.558)  0.478
H (-5.141, -0.159, 0.638)  0.429
H (-4.805, -2.401, -0.414)  0.516
H (5.842, -1.942, -0.235)  0.278
H (-1.551, 3.556, 0.762)  0.447
H (-1.543, -2.858, -4.974)  0.498
H (-1.756, -3.893, 0.625)  0.245
H (4.823, -1.892, -1.692)  0.370
H (0.513, -0.537, 5.057)  0.470
H (-2.640, 2.014, -1.627)  0.470
H (-0.338, -5.003, -4.684)  0.468
H (-2.440, 1.738, 2.010)  -0.045
H (5.749, 2.566, -0.500)  0.458
H (-0.074, 1.400, 6.475)  0.445
H (-0.332, 3.888, 3.016)  0.380
H (-3.961, -1.108, -1.287)  0.131
H (-2.767, -2.957, 1.750)  0.286
H (-3.601, 1.908, -4.060)  0.525
H (0.888, -5.434, -2.550)  0.472
H (2.738, 1.105, 2.163)  0.409
H (-0.487, 3.606, 5.446)  0.452
H (-3.259, 0.489, 2.962)  0.328
H (4.000, 3.571, -1.935)  0.472
H (-0.584, 3.605, -0.709)  0.532
H (1.390, 1.014, -1.695)  0.239
H (1.639, 3.377, -1.323)  0.395
H (3.362, -0.044, -1.765)  0.363
H (0.851, -3.671, -0.787)  0.618
H (-4.345, -1.281, 1.751)  0.384
H (-3.521, -4.071, 0.579)  0.333
H (-4.210, 1.586, 1.925)  0.356
H (5.280, -0.372, -0.844)  0.267

- max |F| (hartree/bohr) = 0.003
- Kohn-Sham gap (hartree) = 0.3056
- relative energy (zero: lowest compared OMol25 entry of this formula, charge and spin) (eV) = 0.0000
- HOMO level (Ha) = -0.5101
- LUMO energy (hartree) = -0.2046
- net charge = +2

3.
C28H35BrN5OSTa as an isolated structure, computed with ωB97M-V with the def2-TZVPD basis set.

Each line ends with the Mulliken charge.
Cartesian coordinates (Å):
Ta (0.658, 0.634, 0.363)  0.359
Br (1.606, 2.016, 2.348)  -0.088
S (-0.650, 3.458, 0.192)  0.179
O (-0.442, -0.866, -1.371)  -0.735
N (2.321, -0.339, -0.106)  -0.405
N (6.529, 0.266, -1.384)  -0.315
N (4.771, 1.163, -2.746)  -0.362
N (4.369, -0.492, -1.298)  -0.356
N (-0.326, 2.010, -0.610)  -0.036
C (-1.193, 4.168, -1.284)  0.007
C (-2.988, -3.076, -2.107)  -1.336
C (-1.321, -2.904, 2.168)  0.171
C (2.994, 5.322, 0.485)  -0.770
C (0.584, 5.401, 1.786)  -0.435
C (-1.334, -2.983, -0.309)  -0.480
C (0.596, 4.844, 0.557)  0.802
C (-1.861, -3.174, 4.687)  -1.701
C (5.266, 0.250, -1.887)  0.613
C (-1.092, -1.559, 2.055)  -0.070
C (-2.550, 3.955, -1.500)  -0.167
C (-1.946, -5.283, -1.380)  -1.756
C (-0.726, -1.613, -0.307)  0.661
C (-0.470, -3.647, -2.638)  -1.399
C (-1.361, -3.800, 3.437)  1.783
C (-2.591, 5.270, -3.609)  -0.672
C (2.918, 6.124, 1.592)  -0.759
C (1.763, 5.994, 2.285)  -0.428
C (-1.364, -3.618, 0.893)  -0.323
C (-1.652, -3.773, -1.633)  1.530
C (3.348, -0.222, -0.701)  0.698
C (-0.555, 4.842, -2.269)  0.280
C (-3.208, 4.489, -2.652)  -0.487
C (1.815, 4.730, -0.050)  -0.105
C (0.065, -4.197, 3.733)  -1.461
C (-1.258, 5.456, -3.370)  -0.536
C (-0.498, -0.967, 0.934)  0.206
C (-2.201, -5.043, 3.194)  -1.751
H (-1.330, -2.217, 4.891)  0.397
H (-2.734, -1.993, -2.159)  0.365
H (-1.082, -5.701, -0.916)  0.536
H (-2.779, -5.348, -0.663)  0.461
H (1.961, 4.267, -1.024)  0.309
H (3.632, 6.856, 1.974)  0.439
H (3.889, 0.906, -3.154)  0.258
H (-3.126, 3.479, -0.689)  0.374
H (-2.208, -5.887, -2.268)  0.332
H (-2.503, -5.551, 4.135)  0.407
H (-3.138, 5.610, -4.529)  0.421
H (0.143, -4.745, 4.710)  0.420
H (-1.771, -3.846, 5.570)  0.478
H (0.340, -4.911, 2.906)  0.414
H (-0.562, 5.996, -4.016)  0.412
H (-0.743, -4.195, -3.546)  0.476
H (-0.196, -2.580, -2.911)  0.201
H (1.665, 6.347, 3.292)  0.454
H (-0.503, 2.082, -1.638)  0.422
H (0.503, 5.057, -2.277)  0.254
H (-3.413, -3.382, -3.089)  0.422
H (3.935, 5.166, -0.006)  0.463
H (-1.182, -0.902, 2.930)  0.488
H (5.305, 1.630, -3.466)  0.301
H (0.822, -3.373, 3.764)  0.318
H (-0.381, 5.461, 2.323)  0.419
H (6.789, -0.451, -0.722)  0.271
H (-4.238, 4.176, -2.680)  0.418
H (-1.480, -4.703, 0.874)  0.476
H (7.332, 0.851, -1.638)  0.257
H (0.434, -4.107, -2.160)  0.366
H (-2.953, -2.910, 4.636)  0.394
H (-3.737, -3.302, -1.340)  0.383
H (-3.139, -4.810, 2.669)  0.374
H (-1.571, -5.805, 2.714)  0.460

- max |F| (hartree/bohr) = 0.116
- Kohn-Sham gap (hartree) = 0.1319
- HOMO level (Ha) = -0.6894
- LUMO energy (hartree) = -0.5575
- net charge = +4